This record from the Open Molecules 2025 dataset describes a structure of composition C59H66GeN6O2SeSn. The level of theory is wB97M-V/def2-TZVPD.

Geometry as XYZ:
```
136
Properties=species:S:1:pos:R:3:forces:R:3:mulliken_charge:R:1
Sn 0.91722 -0.25110 1.12600 0.04 0.00 0.40 -0.163
Se 0.89168 2.41470 3.33827 0.15 -0.03 -0.11 0.180
Ge -1.24684 2.43143 5.99908 -0.13 0.42 0.24 0.761
O -1.15519 -0.33710 4.59570 -0.03 -0.28 0.00 -0.656
O 4.93004 -0.86162 2.72264 -0.01 0.00 0.03 -0.775
N -2.14407 -0.45308 1.27306 -0.03 0.02 -0.01 1.300
N 0.04513 -1.33892 2.89379 0.02 0.20 -0.19 1.500
N 0.38393 -1.50008 -1.61137 0.03 0.40 -0.29 1.688
N 0.13057 1.54043 -1.74699 0.32 -0.02 -0.03 1.541
N 3.17342 -0.07507 -0.20963 0.04 -0.12 -0.07 1.209
N 2.65956 -1.06540 2.28528 -0.19 -0.03 -0.09 0.360
C 1.45225 -4.93867 -2.58963 -0.04 -0.01 0.03 -0.099
C -1.37575 -0.23012 -4.46393 -0.03 -0.01 0.03 -0.817
C -3.75641 2.43660 -1.93480 0.03 -0.09 -0.07 -1.598
C -0.84405 5.64979 -2.08166 0.03 -0.04 -0.03 -1.696
C -2.27434 -0.68179 2.57323 -0.10 0.09 0.06 1.077
C -0.84609 -1.33747 -3.76779 -0.02 -0.05 0.01 0.270
C -1.77355 -3.07953 -0.45941 0.09 0.05 -0.03 2.879
C 0.43543 -5.70836 -2.05515 0.01 0.05 -0.03 -1.776
C 0.42504 5.20750 -2.40378 -0.05 0.03 -0.03 -0.829
C -1.85695 -3.58767 0.98148 0.03 -0.03 -0.04 -1.879
C -3.08409 -3.33798 -1.20895 0.03 0.04 0.00 -1.863
C 2.23832 3.57076 -2.66970 0.00 -0.10 0.18 0.553
C -1.52180 2.15977 -4.45428 0.12 -0.06 -0.12 0.052
C 4.21383 -0.30419 0.58044 0.01 0.01 0.01 0.212
C -1.02682 -2.59172 -4.30044 -0.04 0.00 0.03 0.265
C 3.01247 3.38715 -1.35854 -0.02 0.05 0.03 -1.410
C 1.52140 -3.17486 5.75717 0.05 0.00 0.00 -0.841
C -0.17917 -0.82200 -2.53302 0.01 -0.27 -0.18 -0.437
C -1.75456 -2.72567 -5.50671 0.00 -0.01 -0.01 -1.350
C -2.94418 2.07884 5.09508 0.10 -0.08 -0.01 -0.590
C 5.75012 0.23667 -1.15611 0.01 -0.01 -0.04 -0.776
C 3.39284 0.31792 -1.45830 -0.03 -0.10 -0.02 0.498
C -4.52429 -0.59145 1.05714 0.01 0.02 0.06 -1.426
C 2.47598 2.48710 -3.72341 -0.11 0.12 -0.11 -1.276
C 0.59224 -2.60999 4.90718 -0.05 0.00 -0.02 -0.355
C 0.78774 3.86660 -2.32496 -0.01 -0.04 -0.21 0.686
C -1.67895 3.86684 7.28791 -0.05 -0.10 0.03 -1.398
C 0.42026 -2.93024 -1.76058 0.20 -0.06 0.05 -0.589
C -0.07691 3.37709 4.72718 0.10 -0.03 0.02 -1.170
C -1.10978 1.00329 -3.83736 0.10 0.07 -0.02 0.614
C -2.08108 -0.34163 -5.66632 0.01 0.01 0.00 1.088
C 3.94321 -3.21806 -2.42047 -0.02 0.08 0.02 -1.466
C -4.65119 -0.83845 2.41905 0.01 0.00 -0.07 -1.232
C -2.54239 2.45463 -1.00187 -0.02 -0.02 -0.02 3.108
C -0.57483 -5.07925 -1.35548 -0.04 -0.01 0.02 -0.253
C 2.62762 -2.81535 -3.08845 -0.01 0.12 0.03 1.807
C 2.68816 -3.03619 -4.60186 -0.01 0.04 0.00 -1.742
C -3.50800 -0.88526 3.19092 0.04 0.09 -0.05 -0.365
C 5.52551 -0.13813 0.15560 -0.02 -0.01 0.07 -0.512
C -0.34043 0.72128 -2.59029 -0.07 -0.09 -0.18 -0.836
C 1.47123 -3.55531 -2.45389 0.00 0.02 0.08 0.576
C -2.52140 0.86385 -6.26238 -0.03 -0.02 0.01 -1.048
C 4.66246 0.46254 -1.98648 0.05 -0.12 -0.04 -1.235
C 2.35134 -1.74851 3.48789 0.09 -0.01 0.02 0.141
C 2.12605 1.45917 4.50377 -0.11 -0.02 0.04 -0.466
C 2.87303 -3.02324 5.48058 -0.07 0.00 0.01 -0.810
C -2.95381 2.87672 0.41167 0.02 -0.01 -0.01 -2.067
C -3.25485 -0.41052 0.53944 -0.07 -0.01 -0.04 -0.667
C -0.60223 -3.69802 -1.19559 -0.15 -0.04 0.11 0.831
C 3.28511 -2.32828 4.35767 0.04 -0.03 -0.03 -0.902
C -2.27209 -1.64810 -6.17463 0.00 -0.02 -0.02 -1.010
C -2.23541 2.06642 -5.67276 0.02 0.02 0.01 -1.041
C -1.46046 3.37238 -1.53880 -0.02 0.08 0.21 0.517
C -1.77055 4.72432 -1.65149 -0.05 -0.03 0.04 -0.507
C -0.17662 2.93266 -1.89474 0.05 0.03 0.13 -0.185
C -1.04834 -0.75573 3.44738 0.05 -0.01 0.08 -1.680
C 3.95023 -0.77954 1.99116 0.12 0.13 -0.04 -0.002
C 0.99181 -1.88067 3.78845 -0.02 0.01 0.06 -0.048
C -0.37135 1.08478 7.10246 0.00 -0.09 -0.18 -0.895
H -3.49413 2.06109 -2.92667 -0.10 0.04 0.13 0.251
H 1.65056 0.56822 4.90449 0.02 0.02 0.01 -0.281
H -1.12736 0.56181 7.68839 -0.01 -0.01 0.03 0.364
H 4.78971 0.75230 -3.02083 0.02 0.00 0.05 0.469
H -3.53690 -1.06851 4.25443 0.01 0.04 0.03 0.683
H 1.73948 -2.78096 -5.07742 0.01 0.00 -0.01 0.300
H 4.33504 -2.22366 4.15375 -0.01 0.00 0.01 0.507
H -1.60346 -2.00206 -0.41879 -0.04 -0.16 -0.02 -1.629
H 3.02387 4.33223 -0.81379 -0.02 -0.01 0.03 0.488
H -1.37464 -5.66877 -0.92661 -0.02 -0.02 0.01 0.354
H 3.00229 1.17799 3.92447 -0.01 0.01 -0.01 0.243
H 2.25837 -5.41825 -3.12979 0.00 -0.02 -0.02 0.380
H -3.91584 -2.84357 -0.70587 -0.02 0.00 0.04 0.465
H -3.53168 1.31402 5.60081 0.02 -0.03 0.02 0.341
H -3.50668 3.01325 5.09804 -0.05 0.01 -0.03 0.463
H -3.12049 -0.23657 -0.52450 -0.06 -0.05 0.06 0.872
H 3.54784 2.32377 -3.85112 -0.05 0.06 -0.03 0.498
H -3.72244 2.21154 0.80853 0.02 0.00 -0.01 0.410
H 6.75969 0.35707 -1.52747 0.01 -0.01 0.00 0.447
H -0.70038 4.10578 4.20418 0.01 -0.03 -0.03 0.466
H -1.89908 -3.72008 -5.90810 0.00 -0.01 -0.01 0.491
H 0.43323 -6.78269 -2.18194 0.01 -0.01 0.02 0.383
H -2.09917 2.85177 1.08798 0.04 0.00 0.05 0.510
H -2.77926 1.76020 4.06779 -0.01 -0.02 -0.01 -0.261
H 3.46802 -2.41023 -5.04056 0.01 -0.01 0.00 0.454
H 2.07145 2.80629 -4.68563 -0.03 0.00 -0.01 0.400
H 2.47495 -1.75196 -2.92660 0.03 0.17 0.06 -1.077
H -2.08569 4.75158 6.79713 0.00 0.01 -0.04 0.382
H -0.97774 -3.28901 1.55388 -0.02 -0.02 0.00 0.325
H 4.11926 -4.28988 -2.52514 0.01 0.00 0.00 0.329
H -5.62550 -0.98567 2.86622 -0.01 -0.03 0.00 0.464
H -0.63463 -3.48163 -3.83313 -0.05 0.00 -0.03 0.418
H -3.30880 -4.40566 -1.24475 0.00 -0.02 -0.01 0.428
H -3.03889 -2.96791 -2.23454 0.01 -0.01 -0.04 0.260
H -1.93170 -4.67564 1.01291 -0.03 -0.04 -0.01 0.400
H 4.78264 -2.69589 -2.87792 0.06 0.06 -0.03 0.448
H -0.80484 4.16181 7.86954 0.03 0.01 -0.02 0.381
H -4.53882 1.79999 -1.52421 -0.10 -0.08 0.05 0.469
H -2.73926 -3.17895 1.47766 -0.02 0.00 0.00 0.402
H 0.17966 0.34822 6.52430 -0.06 0.01 0.03 0.090
H -4.17719 3.43670 -2.05493 -0.01 0.00 0.03 0.385
H 2.51111 0.55369 -2.03331 -0.01 -0.20 0.05 -0.649
H 2.53631 2.64937 -0.71286 0.02 -0.05 0.00 0.098
H -5.38927 -0.54100 0.40977 0.00 -0.01 -0.02 0.524
H 2.61498 4.49059 -3.12452 0.02 -0.01 0.02 0.670
H 6.32276 -0.31206 0.86256 0.00 -0.02 -0.01 0.556
H 2.42174 2.12771 5.30997 0.03 0.01 -0.02 0.534
H -2.76719 5.05406 -1.38996 -0.03 0.01 0.03 0.381
H -1.32193 3.13581 -4.04063 -0.03 0.00 -0.02 0.456
H 1.17560 5.92195 -2.71961 -0.01 0.00 -0.04 0.416
H -1.09948 6.69834 -2.15392 0.00 0.01 -0.01 0.388
H 0.29780 1.60684 7.78612 0.04 -0.02 0.04 0.343
H 4.04380 3.08382 -1.53716 0.02 0.01 0.01 0.421
H -2.56895 2.98143 -6.14454 0.01 0.01 0.00 0.471
H 1.19214 -3.72752 6.62740 0.00 0.00 0.01 0.424
H 3.93160 -2.98124 -1.35547 0.00 0.00 0.02 0.261
H 3.61873 -3.44552 6.14133 0.01 -0.03 0.00 0.407
H -0.46345 -2.72090 5.11034 -0.03 0.03 0.00 0.470
H 2.01772 1.53420 -3.48188 -0.05 0.01 -0.07 -0.030
H 0.67783 3.94532 5.27498 -0.03 0.02 0.00 0.455
H 2.92094 -4.07414 -4.84566 -0.01 -0.02 0.00 0.347
H -3.08022 0.82939 -7.18929 0.00 0.00 -0.02 0.431
H -2.82386 -1.79106 -7.09555 0.00 0.01 -0.01 0.417
H -2.14323 1.44181 -0.93613 0.02 0.16 -0.01 -1.848
H -2.43249 3.49544 7.98599 -0.01 0.04 0.03 0.382
H -3.36090 3.88875 0.41319 0.00 0.03 0.01 0.531
```
Positions in Å, forces in eV/Å.

For the electronic energy, the calculation gives -7459.61336 Ha. As for the HOMO energy: -7.17 eV.